The following is a DFT calculation (the ωB97M-V functional and the def2-TZVPD basis) of 7 unconnected molecules or ions with the total composition C33H86N6O11 in a non-equilibrium geometry.

Geometry as XYZ:
```
136
Properties=species:S:1:pos:R:3:forces:R:3:mulliken_charge:R:1
C -21.0993 16.1692 -16.9879 0.2 -0.2 1.0 -0.77
O -20.6966 15.4060 -18.0871 0.4 0.4 -0.3 -0.26
C -20.8417 16.0954 -19.3246 -0.2 -0.6 0.0 -0.91
C -20.1259 15.2843 -20.3860 0.8 -0.9 -0.5 0.72
C -20.2107 15.8961 -21.7815 -1.2 -0.1 0.4 -1.74
N -20.5311 13.8500 -20.4329 0.1 0.7 0.5 -0.10
H -20.6574 17.1712 -16.9556 -0.2 0.1 -0.4 0.33
H -20.7180 15.6776 -16.0857 -0.1 -0.1 -0.2 0.26
H -22.1887 16.2124 -16.8790 0.0 0.2 -0.2 0.23
H -21.9159 16.1545 -19.5516 0.1 0.3 -0.2 0.26
H -20.3935 17.0945 -19.2833 -0.2 0.1 0.1 0.54
H -19.0698 15.2323 -20.0883 0.0 0.2 0.0 0.22
H -19.6296 16.8114 -21.8710 0.0 0.0 -0.1 0.45
H -21.2716 16.1172 -21.9681 0.2 0.3 -0.1 0.42
H -19.9608 15.1581 -22.5384 0.4 0.0 0.1 0.18
H -20.1574 13.4788 -19.5632 -0.2 -0.3 0.0 0.21
H -21.5430 13.8017 -20.3205 0.0 0.1 0.0 0.03
C -13.4609 13.6765 -17.4530 -0.2 0.6 0.8 -0.54
O -12.8998 14.1782 -18.6219 0.2 0.0 -0.7 -0.34
C -13.7625 15.0140 -19.4025 0.9 -0.5 0.5 -0.75
C -13.4337 14.7619 -20.8586 -0.6 -0.2 -1.0 0.55
C -14.0892 15.8003 -21.7456 0.1 1.0 0.0 -1.24
N -13.8179 13.4051 -21.3031 0.1 0.1 0.7 0.15
H -13.6844 14.4864 -16.7375 -0.2 -0.1 -0.1 0.31
H -12.7192 13.0575 -16.9536 0.0 -0.3 -0.2 0.26
H -14.3889 13.1249 -17.6451 0.1 -0.1 0.0 0.14
H -14.7904 14.7231 -19.1620 -0.2 0.4 -0.2 0.17
H -13.5505 16.0563 -19.1390 -0.3 0.0 0.0 0.37
H -12.3561 14.8257 -21.0260 0.1 0.1 0.4 0.26
H -13.8245 15.6758 -22.7954 -0.2 -0.2 0.0 0.14
H -13.7346 16.8046 -21.4808 0.1 -0.1 0.1 0.51
H -15.1755 15.8662 -21.6396 0.0 -0.4 0.0 0.25
H -13.6717 12.8345 -20.4702 0.1 -0.4 -0.4 0.37
H -14.8159 13.3391 -21.4876 0.1 0.2 0.1 -0.81
C -10.9010 15.0283 -28.3805 0.2 0.4 -0.3 -0.62
O -9.9662 15.8683 -27.7250 -0.2 -0.1 0.0 -0.42
C -10.2502 16.1492 -26.3671 0.3 0.4 -0.1 -0.36
C -10.0411 14.9773 -25.4399 -0.1 -0.9 0.4 -0.76
N -11.1000 13.9517 -25.4059 -0.6 0.7 -0.3 -0.34
C -12.3268 14.4330 -24.7542 0.3 0.3 -0.1 -0.54
C -13.5239 13.6668 -25.2501 0.0 -1.1 0.6 0.32
O -13.5424 13.6039 -26.6671 -0.4 1.1 0.3 -0.39
C -14.7474 13.0689 -27.1311 -0.3 -1.3 -0.5 -0.18
H -10.7376 13.9718 -28.1526 0.0 0.0 -0.1 0.29
H -10.7338 15.2033 -29.4433 0.0 -0.2 0.0 0.31
H -11.9387 15.3002 -28.1576 0.0 0.0 0.2 0.23
H -11.2518 16.5875 -26.2768 -0.1 -0.1 0.0 0.32
H -9.5249 16.9185 -26.0921 -0.1 0.1 0.0 0.35
H -9.8902 15.3241 -24.4137 0.0 0.1 0.0 0.42
H -9.1263 14.4599 -25.7397 0.1 0.2 0.0 0.36
H -11.3864 13.7979 -26.3699 0.2 -0.3 0.2 0.17
H -12.5238 15.5082 -24.9183 0.2 -0.1 -0.1 0.34
H -12.2428 14.3127 -23.6703 -0.1 -0.2 0.0 0.19
H -14.4494 14.0811 -24.8318 0.0 0.2 -0.3 0.17
H -13.4792 12.6277 -24.8910 0.1 0.0 0.1 -0.06
H -14.9575 13.4097 -28.1444 0.2 0.1 0.0 0.25
H -15.6396 13.2677 -26.5333 0.3 0.6 0.2 -0.32
H -14.6782 11.9679 -27.1468 0.0 0.1 -0.1 0.31
C -20.4178 12.0099 -24.4391 1.1 0.4 -0.2 -0.08
O -20.6934 10.6953 -24.0194 -0.4 0.5 0.0 -0.45
C -20.9187 10.5638 -22.6351 1.5 -1.3 1.0 0.32
C -22.3292 10.1460 -22.3389 -1.2 0.3 0.3 -1.19
N -23.3562 11.1674 -22.6211 0.5 -0.4 -0.1 -0.32
C -23.1687 12.4520 -21.9641 -1.3 0.0 -0.1 0.69
C -23.9909 12.5075 -20.6881 0.1 -0.8 0.7 -0.86
O -23.7293 13.7503 -20.0723 0.1 0.2 0.1 -0.26
C -24.2526 13.8415 -18.7654 -0.5 -0.2 -0.2 -0.76
H -20.4996 12.0746 -25.5236 -0.3 -0.2 0.0 0.31
H -19.3649 12.2651 -24.2281 -0.1 0.0 0.1 -0.08
H -21.0146 12.7986 -23.9721 -0.3 -0.3 0.1 0.10
H -20.5217 11.3670 -21.9972 -0.6 0.7 -0.6 -0.13
H -20.2321 9.7818 -22.2439 -0.4 -0.3 -0.5 0.39
H -22.4508 9.8058 -21.3041 0.3 0.2 0.1 0.29
H -22.6325 9.2813 -22.9316 0.4 0.0 -0.2 0.44
H -23.4043 11.2532 -23.6268 -0.1 0.3 0.0 0.33
H -23.6322 13.2206 -22.5904 0.5 0.1 -0.2 0.30
H -22.1391 12.7028 -21.7112 0.0 0.0 -0.4 -0.64
H -23.7146 11.6723 -20.0146 0.3 0.2 0.0 0.29
H -25.0654 12.3381 -20.8383 0.0 0.3 -0.4 0.45
H -25.3505 13.7837 -18.7850 0.1 0.0 0.0 0.34
H -23.9806 14.8074 -18.3488 0.2 0.0 0.0 0.13
H -23.8900 13.0136 -18.1464 0.1 0.2 0.1 0.34
C -17.3775 17.6510 -35.3007 -0.3 -0.6 -0.5 -0.68
O -18.5789 17.2964 -34.6489 0.0 0.0 0.3 -0.36
C -18.4705 16.0810 -33.9391 -0.2 -0.4 -0.1 -0.83
C -17.6376 16.1565 -32.6726 0.2 -0.3 -0.2 -0.38
N -18.1422 17.2021 -31.7871 0.5 -0.7 -0.1 -0.34
C -17.5359 17.1752 -30.4437 -0.2 1.2 -0.5 -0.70
C -17.6396 15.8465 -29.7424 -0.6 -0.1 0.6 -0.18
O -18.2285 16.0726 -28.4630 -0.2 -0.1 0.3 -0.45
C -17.9340 15.0376 -27.5410 0.6 -0.5 -0.7 -0.72
H -17.6113 18.5303 -35.8932 0.3 0.2 0.2 0.24
H -17.0886 16.8506 -36.0003 0.0 0.1 0.0 0.31
H -16.5377 17.7899 -34.6157 -0.1 0.3 0.0 0.27
H -18.1190 15.2793 -34.6089 0.3 0.2 0.1 0.40
H -19.4685 15.7483 -33.6437 -0.1 0.5 -0.1 0.37
H -16.5579 16.2473 -32.8857 -0.1 0.1 0.0 0.28
H -17.7555 15.1631 -32.2311 0.0 0.1 0.2 0.37
H -17.8748 18.0679 -32.2414 -0.4 0.2 0.2 0.25
H -18.1084 17.9027 -29.8638 0.0 -0.2 0.2 0.40
H -16.5132 17.5818 -30.4576 0.1 -0.4 0.0 0.28
H -16.6659 15.3676 -29.6080 0.0 -0.1 -0.2 0.27
H -18.3357 15.1853 -30.2694 0.3 -0.1 -0.2 0.32
H -17.7884 14.0768 -28.0632 0.1 0.1 -0.1 0.32
H -18.7300 14.8109 -26.8363 -0.1 0.7 0.1 0.27
H -16.9887 15.2951 -27.0585 -0.2 -0.2 0.4 0.31
C -11.6491 8.0554 -23.3884 -0.3 0.6 0.3 -0.66
O -11.7138 9.3278 -22.7624 0.1 0.0 0.1 -0.46
C -12.7169 10.1795 -23.2936 0.5 -0.3 -0.5 -0.26
C -14.0773 9.8158 -22.7482 -0.2 0.1 -0.4 -0.32
N -15.1119 10.6868 -23.3201 0.3 0.4 0.5 0.07
C -16.4458 10.3576 -22.8297 0.6 -0.6 0.0 -0.99
C -16.6360 10.5680 -21.3411 -1.1 -0.3 -0.2 -0.64
O -16.4595 11.9328 -21.0759 0.0 0.3 0.4 0.19
C -16.7893 12.3451 -19.7545 0.0 -0.4 -0.7 -0.53
H -10.7492 7.5747 -23.0172 0.1 -0.1 -0.1 0.28
H -11.6209 8.1982 -24.4730 0.1 -0.3 0.0 0.29
H -12.5112 7.4370 -23.1168 0.0 -0.1 -0.1 0.26
H -12.7262 10.0915 -24.3899 0.0 0.1 0.0 0.36
H -12.4162 11.1981 -23.0496 -0.2 0.1 0.2 0.02
H -13.9916 9.8397 -21.6538 -0.2 0.0 0.0 0.18
H -14.3214 8.8015 -23.0763 0.0 -0.1 0.2 0.40
H -14.8893 11.6270 -22.9937 0.0 0.1 -0.2 -0.02
H -16.5908 9.2889 -23.0236 -0.2 0.1 -0.1 0.51
H -17.1994 10.9042 -23.3972 0.0 0.1 0.1 0.18
H -15.9873 9.9196 -20.7406 0.2 0.2 0.0 0.43
H -17.6713 10.2527 -21.1182 0.1 0.2 0.2 0.36
H -17.8551 12.1940 -19.5576 0.0 0.0 0.0 0.23
H -16.5695 13.4093 -19.7319 0.0 0.0 0.3 -0.01
H -16.1913 11.7823 -19.0319 0.0 0.2 0.2 0.27
C -17.2689 14.1339 -23.2000 0.3 0.7 0.3 1.03
O -17.0916 14.0375 -24.6006 -0.1 -0.4 -0.1 -0.45
H -18.0278 13.4855 -22.7560 -0.2 0.0 -0.3 -0.14
H -16.3534 13.9619 -22.6310 0.2 -0.2 -0.2 -1.02
H -17.5206 15.1831 -23.0380 -0.2 -0.1 0.2 0.41
H -16.8347 13.1425 -24.8474 0.0 -0.1 0.2 0.21
```
Positions in Å, forces in eV/Å.

## Properties
SMILES string = COC[C@H](C)N.COC[C@H](C)N.COCCNCCOC.COCCNCCOC.COCCNCCOC.COCCNCCOC.CO
2S+1 = 1
Net charge = 0

=====

The following is a DFT calculation (the ωB97M-V functional and the def2-TZVPD basis) of a molecular structure, C3H5FHgO2 in a non-equilibrium geometry.

Geometry as XYZ:
```
12
Properties=species:S:1:pos:R:3:forces:R:3:nbo_charge:R:1
Hg 1.8673 0.1425 0.2261 8.6 0.2 -1.4 1.62
F 1.2668 1.4293 1.3679 -1.5 5.7 4.6 -0.82
O 0.7924 0.2189 -1.4742 -4.6 -0.9 -3.9 -0.67
C -0.3291 -0.2803 -1.1945 1.1 2.0 -0.6 0.43
C -0.5214 -0.9501 0.1035 0.0 0.7 2.5 0.01
O 0.6967 -1.2504 0.6592 -4.7 -5.9 1.1 -0.95
H -1.1881 -0.1331 -1.8702 0.4 -0.1 0.0 0.16
H -1.1586 -1.8410 -0.0800 0.1 0.4 0.4 0.19
C -1.4403 0.1337 1.2607 -1.8 -1.5 -2.0 -0.63
H -2.4071 -0.3832 1.1799 0.2 -0.5 0.6 0.19
H -1.8777 1.1014 0.9816 1.4 0.3 -0.6 0.22
H -1.1654 0.1963 2.3209 0.8 -0.5 -0.7 0.24
```
Positions in Å, forces in eV/Å.

## Properties
2S+1 = 1
Net charge = 0

=====

The following is a DFT calculation (the ωB97M-V functional and the def2-TZVPD basis) of CH4N2O in the gas phase in a non-equilibrium geometry.

Geometry as XYZ:
```
8
Properties=species:S:1:pos:R:3:forces:R:3:nbo_charge:R:1
N 0.0116 0.4949 -1.1507 -3.0 -3.5 -5.2 -0.59
N -0.2898 -0.0123 0.0405 -2.7 -3.4 5.1 -0.47
C 0.6585 -0.5572 0.8988 -5.4 2.3 5.6 0.49
O 0.3615 -0.6336 2.1545 0.8 -0.7 -4.5 -0.62
H -0.8871 0.2495 -1.8238 3.2 0.0 1.5 0.32
H -0.1446 1.4259 -1.1912 0.0 4.1 0.7 0.34
H -1.3414 -0.3409 0.4111 3.5 1.8 -1.4 0.38
H 1.6313 -0.6264 0.6608 3.5 -0.5 -1.8 0.14
```
Positions in Å, forces in eV/Å.

## Properties
SMILES string = NNC=O
2S+1 = 1
Net charge = 0

=====

The following is a DFT calculation (the ωB97M-V functional and the def2-TZVPD basis) of 2 unconnected molecules or ions with the total composition C4H8ClF2N5O in a non-equilibrium geometry.

Geometry as XYZ:
```
21
Properties=species:S:1:pos:R:3:forces:R:3:nbo_charge:R:1
C 0.5215 -0.1749 -1.8734 -2.9 -0.9 -2.3 0.49
C -0.4325 -1.1893 0.2285 0.6 1.5 -0.3 0.72
C 0.3707 1.1934 0.2199 -0.2 -0.3 -3.0 0.77
C 3.4872 -0.1831 0.2753 0.1 -1.3 2.0 0.80
N -0.1394 0.0845 0.8449 -1.0 -2.4 0.9 -0.59
N 0.5454 1.0853 -1.1926 -0.2 0.2 4.0 -0.59
N -0.2631 -1.1893 -1.0831 0.2 -1.1 -0.9 -0.57
N -0.8440 -2.2531 0.9285 0.3 0.3 -3.5 -0.70
N 0.4792 2.3277 0.9038 -1.7 -0.4 0.8 -0.74
O 2.6083 0.5648 0.5954 1.2 -0.5 -1.0 -0.62
F 1.7155 -0.6676 -2.2295 0.4 0.1 0.8 -0.29
F 3.3023 -1.5309 0.4776 0.0 1.5 -0.7 -0.32
Cl 5.1102 0.1214 -0.1044 -0.7 0.1 -0.2 0.16
H -0.1131 -0.1746 -2.8604 1.3 0.8 1.7 0.23
H -0.2876 0.0597 1.8702 0.5 0.6 -0.9 0.46
H 0.8485 1.9579 -1.6139 0.0 -0.4 -0.5 0.47
H -0.6089 -2.0264 -1.6492 0.8 1.6 1.0 0.47
H -1.0979 -2.0998 1.8456 -0.7 -0.1 2.4 0.43
H -1.1898 -3.1347 0.4457 0.7 1.6 0.9 0.47
H -0.2586 2.4273 1.6617 1.7 0.1 -1.0 0.45
H 1.0062 3.1837 0.6616 -0.4 -1.0 -0.2 0.48
```
Positions in Å, forces in eV/Å.

## Properties
2S+1 = 1
Net charge = +2

=====

Computed HOMO level, in the same sequence as the records: -8.543 -8.943 -9.417 -18.273 eV.